[1]
Molecular formula: C6H7N
Method: DFT, the ωB97M-V functional and the def2-TZVPD basis

Geometry (Å):
H1 1.16 -0.29 2.03
C1 0.28 -0.63 1.48
C2 -0.50 0.37 0.67
C3 -0.74 1.61 1.42
H2 -2.20 -0.91 -0.41
H3 1.66 -0.67 -1.83
C4 -1.34 -0.24 -0.38
H4 -0.47 -1.17 2.10
H5 0.79 -1.58 1.06
H6 1.26 0.97 -2.11
N1 -0.87 2.59 2.04
H7 0.34 -0.10 -3.06
C5 -0.19 0.01 -0.98
C6 0.84 0.02 -2.04

LUMO in eV: 0.7
Energy relative to the best compared isomer or geometry (same formula, charge and spin) in kcal per mole: 93.79
SMILES string: CC1=C[C@]1(C)C#N

[2]
Molecular formula: C6H7N
Method: DFT, the ωB97M-V functional and the def2-TZVPD basis

Geometry (Å):
H1 2.63 -2.00 -0.89
C1 -0.64 0.66 1.20
C2 0.03 0.22 -0.02
C3 2.55 -1.06 -0.43
H2 -0.11 0.42 2.07
H3 -0.85 -1.52 0.85
H4 -1.31 1.59 1.21
H5 0.53 0.06 -2.18
H6 0.71 1.75 -1.37
C4 0.70 0.64 -1.29
C5 1.54 -0.12 -0.41
H7 -2.13 -0.51 0.18
C6 -1.11 -0.59 0.52
N1 2.88 0.01 0.18

LUMO in eV: 1.0
Energy relative to the best compared isomer or geometry (same formula, charge and spin) in kcal per mole: 134.34
SMILES string: C1=N[C@@]12CC21CC1

[3]
Molecular formula: C6H7N
Method: DFT, the ωB97M-V functional and the def2-TZVPD basis

Geometry (Å):
C1 -1.15 -2.02 -1.26
C2 -0.29 2.16 -0.89
C3 -0.75 -1.15 -0.53
H1 0.08 -1.23 2.11
H2 1.42 1.34 -0.02
H3 -1.51 -2.81 -1.88
H4 0.87 0.52 -1.50
N1 -0.96 3.09 -1.09
C4 -0.25 -0.04 0.31
H5 0.97 0.31 2.06
H6 -1.12 0.47 0.75
C5 0.53 0.99 -0.57
H7 1.52 -1.06 1.07
C6 0.64 -0.55 1.45

LUMO in eV: 0.8
Energy relative to the best compared isomer or geometry (same formula, charge and spin) in kcal per mole: 52.53
SMILES string: C#C[C@@H](C)CC#N